Entry 1:
C6H14N2O2 | wB97M-V/def2-TZVPD

Computed properties:
E_LUMO (alpha / beta) (eV): 0.476 / 0.476
ΔE to the lowest compared entry with this formula, charge and spin (kcal per mole): 107.8
HOMO (alpha / beta) (Eh): -0.2473 / -0.2473

Structure (XYZ):
```
24
Properties=species:S:1:pos:R:3:forces:R:3:lowdin_charge:R:1
C -0.805 -1.405 0.881 0.6 1.6 -1.3 -0.300
C -1.709 0.692 -0.836 0.4 0.5 -0.7 -0.065
C -0.258 -2.559 0.097 0.1 0.0 0.3 -0.082
C -0.493 0.513 0.038 -1.0 -1.9 2.0 -0.445
N -0.300 -1.165 2.131 0.3 0.4 0.9 0.035
O -0.340 1.196 1.100 0.5 0.3 -1.0 -0.146
H -1.885 -1.291 0.828 0.0 0.0 0.0 0.104
H 0.676 -1.424 2.219 0.0 -0.2 -0.1 0.084
H -0.365 -0.136 2.336 -0.1 -0.9 -0.2 0.087
H -2.588 0.173 -0.448 0.2 -0.1 0.2 0.071
H -1.492 0.309 -1.836 -0.2 -0.1 -0.1 0.078
H -1.997 1.741 -0.919 0.1 0.1 -0.1 0.077
H 0.832 -2.513 0.053 0.0 0.1 -0.1 0.070
H -0.664 -2.575 -0.914 0.0 0.0 0.0 0.075
H -0.507 -3.505 0.587 -0.1 0.0 -0.1 0.078
N 1.525 2.657 -0.573 -1.0 -1.2 -0.3 0.125
C 1.168 0.226 -0.796 0.1 1.2 0.4 -0.248
C 1.024 1.559 -1.254 1.3 -0.2 0.6 -0.131
O 2.013 -0.060 0.273 -0.4 0.4 -0.5 -0.017
H 1.677 0.473 1.017 -0.2 -0.2 0.1 0.084
H 1.784 2.443 0.383 0.0 0.1 -0.1 0.090
H 0.940 3.482 -0.601 0.1 0.0 -0.1 0.106
H 1.171 -0.565 -1.537 -0.4 0.0 0.1 0.139
H 0.593 1.734 -2.229 -0.2 0.0 0.1 0.132
```
Positions in Å, forces in eV/Å.

Entry 2:
C6H14N2O2 | wB97M-V/def2-TZVPD

Computed properties:
E_LUMO (eV): 0.725
ΔE to the lowest compared entry with this formula, charge and spin (kcal per mole): 93.9
HOMO (Eh): -0.3238

Structure (XYZ):
```
24
Properties=species:S:1:pos:R:3:forces:R:3:lowdin_charge:R:1
C 1.880 1.746 0.908 -0.4 0.2 -0.1 -0.130
C -0.641 1.296 0.557 1.6 0.3 1.3 -0.285
O 0.879 0.756 1.021 -1.4 0.0 -0.3 -0.243
N -1.517 1.538 1.442 0.1 -0.6 -0.7 0.083
H -1.592 0.802 2.141 0.2 0.2 0.2 0.039
H -0.414 2.015 -0.229 -0.1 -0.3 -0.2 0.131
H 2.788 1.406 1.415 -0.2 0.0 0.0 0.087
H 2.109 1.948 -0.146 0.1 0.0 0.0 0.078
H 1.547 2.681 1.372 0.1 0.0 0.0 0.087
C -1.315 -1.342 0.453 0.3 0.4 -0.2 -0.050
C -1.576 -0.041 -1.593 0.4 0.1 0.1 -0.032
C 1.457 -1.678 -0.286 0.2 0.3 0.4 0.006
N -0.737 -0.296 -0.407 0.8 0.0 -0.2 -0.213
C 0.752 -0.426 -0.744 -1.0 -0.2 -1.3 -0.463
O 1.160 0.243 -1.674 -0.4 -0.3 1.0 0.066
H -1.326 -2.297 -0.071 0.0 -0.1 0.0 0.097
H -2.339 -1.064 0.704 0.1 0.1 0.0 0.095
H -0.732 -1.422 1.367 0.0 0.0 0.0 0.092
H -2.571 0.258 -1.262 0.1 0.0 0.1 0.099
H -1.126 0.766 -2.167 0.0 -0.1 0.0 0.091
H -1.632 -0.936 -2.214 -0.1 0.0 0.0 0.100
H 1.305 -1.887 0.769 0.0 0.0 -0.1 0.077
H 2.522 -1.538 -0.469 -0.1 0.0 0.0 0.095
H 1.122 -2.528 -0.888 -0.1 0.1 0.0 0.095
```
Positions in Å, forces in eV/Å.

Entry 3:
C6H14N2O2 | wB97M-V/def2-TZVPD

Computed properties:
E_LUMO (eV): 0.527
ΔE to the lowest compared entry with this formula, charge and spin (kcal per mole): 53.9
SMILES: CNC(C)=O.CNC(C)=O
HOMO (Eh): -0.3283

Structure (XYZ):
```
24
Properties=species:S:1:pos:R:3:forces:R:3:lowdin_charge:R:1
C 0.649 1.808 1.656 0.2 -0.2 2.6 -0.056
N 1.697 0.802 1.900 -4.5 -0.8 -4.4 0.023
C 1.658 -0.377 1.162 0.2 -0.6 1.6 -0.522
C 2.766 -1.261 1.551 1.6 -2.7 2.7 -0.037
O 0.817 -0.832 0.381 0.4 2.0 0.8 0.034
H 0.307 1.794 0.679 -0.3 -0.3 -2.1 0.015
H -0.276 1.484 2.251 1.3 1.3 -0.3 0.117
H 1.129 2.816 1.811 -1.1 -0.9 0.4 0.106
H 2.385 1.071 2.494 2.6 0.2 1.7 0.084
H 3.627 -0.786 2.006 0.3 0.7 -0.5 0.060
H 2.600 -2.010 2.497 -0.6 1.5 -2.5 0.147
H 3.092 -1.859 0.708 0.0 -0.2 0.0 0.078
C -2.711 -1.639 -0.747 -2.1 1.5 0.5 -0.088
N -1.744 -0.698 -1.222 1.6 -0.7 -0.9 -0.031
C -1.877 0.226 -2.213 0.6 1.2 1.3 -0.560
C -0.619 1.102 -2.425 0.0 2.6 3.3 -0.012
O -2.913 0.501 -2.774 -0.6 -0.4 -0.4 0.033
H -2.910 -1.231 0.263 -0.5 -0.7 -0.1 0.077
H -3.674 -1.394 -1.348 1.5 -1.4 0.9 0.116
H -2.312 -2.672 -0.576 -0.6 0.8 -0.9 0.093
H -0.827 -0.930 -0.867 0.3 0.8 -0.1 0.079
H -0.877 2.192 -2.739 0.2 -2.3 -0.1 0.106
H 0.017 0.555 -3.059 1.1 -0.1 -1.1 0.042
H -0.005 1.337 -1.390 -1.5 -1.2 -2.5 0.097
```
Positions in Å, forces in eV/Å.

Entry 4:
C6H14N2O2 | wB97M-V/def2-TZVPD

Computed properties:
E_LUMO (eV): 0.581
ΔE to the lowest compared entry with this formula, charge and spin (kcal per mole): 63.1
SMILES: NCCCC[C@H](N)C(=O)O
HOMO (Eh): -0.3505

Structure (XYZ):
```
24
Properties=species:S:1:pos:R:3:forces:R:3:lowdin_charge:R:1
N -3.443 -1.237 -0.410 -0.3 0.5 -1.8 -0.041
C -2.239 -0.683 0.287 -4.0 1.4 1.0 -0.306
C -1.628 0.445 -0.458 0.9 1.3 -2.3 -0.243
C -0.495 1.163 0.287 1.6 0.2 0.7 -0.214
C 0.964 1.045 -0.310 0.5 0.8 -0.4 -0.159
C 1.549 -0.394 0.033 -1.4 1.1 -1.9 -0.320
N 1.137 -0.486 1.400 1.6 -3.8 2.4 0.002
C 3.022 -0.704 -0.299 0.9 1.6 0.3 -0.449
O 3.537 -1.773 -0.407 -0.7 -0.3 0.2 0.131
O 3.862 0.405 -0.364 -0.9 0.6 -0.7 0.056
H -3.991 -0.514 -0.933 0.5 -0.2 1.3 0.069
H -3.124 -1.732 -1.259 0.2 -0.3 0.8 0.060
H -1.677 -1.550 0.410 1.7 -1.1 0.7 0.081
H -2.651 -0.286 1.311 1.1 -0.9 -1.6 0.149
H -1.315 0.099 -1.503 0.0 0.2 1.3 0.131
H -2.408 1.185 -0.741 0.2 -0.4 0.5 0.112
H -0.439 0.687 1.298 -0.3 0.9 -0.9 0.089
H -0.561 2.247 0.433 -0.9 -0.2 -0.2 0.103
H 1.675 1.818 0.118 -1.0 -0.7 0.3 0.109
H 0.938 1.445 -1.364 0.1 -1.3 0.5 0.122
H 0.964 -1.067 -0.612 0.1 -0.3 0.5 0.147
H 1.241 -1.493 1.829 0.0 2.6 -1.2 0.155
H 1.682 0.169 1.975 -0.2 -0.5 -0.2 0.108
H 3.403 1.212 -0.723 0.4 -1.2 0.8 0.109
```
Positions in Å, forces in eV/Å.

Entry 5:
C6H14N2O2 | wB97M-V/def2-TZVPD

Computed properties:
E_LUMO (eV): 0.624
ΔE to the lowest compared entry with this formula, charge and spin (kcal per mole): 61.2
SMILES: CNC(C)=O.CNC(C)=O
HOMO (Eh): -0.3422

Structure (XYZ):
```
24
Properties=species:S:1:pos:R:3:forces:R:3:lowdin_charge:R:1
C -0.027 -1.058 -2.629 -2.2 0.8 -0.7 -0.056
N -1.053 -1.153 -1.467 1.4 -2.4 -0.7 -0.028
C -1.594 -0.127 -0.736 0.6 -0.2 -0.8 -0.526
C -2.850 -0.549 0.112 0.0 1.4 -1.7 0.014
O -1.196 0.986 -1.018 -0.7 0.9 0.9 0.021
H 0.891 -0.563 -2.296 0.1 -0.7 0.1 0.048
H 0.071 -2.151 -3.092 0.0 2.7 1.1 0.113
H -0.428 -0.269 -3.442 0.5 -2.1 1.8 0.116
H -0.967 -2.071 -1.000 -0.6 0.8 -0.5 0.126
H -3.100 -1.466 -0.323 -0.7 -1.5 -0.8 0.038
H -2.921 -0.768 1.152 0.9 0.6 1.0 0.057
H -3.678 0.136 -0.178 0.7 -0.2 0.4 0.098
C 0.450 -0.310 2.560 0.7 4.0 3.8 -0.064
N 0.842 0.823 1.652 -1.5 0.4 -1.0 0.005
C 2.062 0.894 1.037 -0.2 -0.6 0.7 -0.593
C 2.208 1.782 -0.169 0.4 0.8 0.0 -0.008
O 2.990 0.223 1.414 1.0 -0.7 0.4 0.042
H 0.618 -1.227 2.153 1.4 -2.5 -1.2 0.023
H 1.086 -0.071 3.576 -1.4 -1.3 -2.5 0.136
H -0.596 -0.450 2.966 0.7 1.4 -1.0 0.081
H 0.210 1.431 1.115 -0.5 -1.0 0.9 0.114
H 3.109 1.430 -0.662 -0.2 -0.5 -0.4 0.077
H 1.315 1.710 -0.809 0.4 0.5 0.1 0.065
H 2.557 2.815 0.084 -1.1 -0.6 0.0 0.099
```
Positions in Å, forces in eV/Å.

Entry 6:
C6H14N2O2 | wB97M-V/def2-TZVPD

Computed properties:
E_LUMO (alpha / beta) (eV): -0.155 / -0.151
ΔE to the lowest compared entry with this formula, charge and spin (kcal per mole): 98.9
HOMO (alpha / beta) (Eh): -0.2729 / -0.2730

Structure (XYZ):
```
24
Properties=species:S:1:pos:R:3:forces:R:3:lowdin_charge:R:1
C -0.900 0.246 0.221 -0.1 0.0 -1.2 -0.436
C 0.896 0.791 1.669 -1.4 -0.6 0.4 0.085
C 1.834 -0.614 -0.392 -1.2 0.6 -1.2 -0.184
C -1.871 -0.897 -0.014 0.0 0.2 0.2 -0.048
C -1.583 1.605 0.125 0.2 -0.1 0.1 -0.037
N -0.178 0.072 1.421 2.1 0.5 -0.2 0.039
C 0.391 0.154 -1.138 1.1 -0.7 2.0 -0.611
N 1.368 -1.921 0.007 0.0 0.0 0.3 -0.005
O 0.779 1.479 -1.385 0.1 0.4 0.0 -0.015
O -0.037 -0.519 -2.077 -0.3 -0.3 -0.6 -0.047
H 0.590 1.636 -2.321 -0.1 -0.1 0.1 0.109
H -0.117 -0.897 1.725 -0.1 0.0 0.2 0.145
H 0.773 -2.290 -0.729 0.1 0.1 -0.1 0.070
H 2.126 -2.575 0.170 -0.1 0.1 0.0 0.072
H 1.577 0.460 2.437 0.0 0.0 0.1 0.101
H 1.022 1.746 1.191 0.0 0.1 -0.2 0.101
H 2.432 -0.585 -1.309 -0.1 -0.1 0.0 0.101
H 2.490 -0.180 0.368 -0.3 0.1 0.1 0.072
H -2.181 -0.895 -1.058 0.0 0.1 0.1 0.087
H -0.873 2.423 0.193 0.1 0.1 0.0 0.065
H -1.398 -1.859 0.175 0.0 -0.1 0.0 0.072
H -2.746 -0.798 0.634 -0.1 0.0 -0.1 0.082
H -2.316 1.720 0.929 -0.1 -0.1 -0.1 0.085
H -2.080 1.695 -0.841 0.0 -0.1 0.1 0.096
```
Positions in Å, forces in eV/Å.